DFT (ωB97M-V/def2-TZVPD) results for 2 unconnected molecules or ions with the total composition C5H3ClN2S in a non-equilibrium geometry.

XYZ file:
```
12
Properties=species:S:1:pos:R:3
C -2.413 -1.242 -0.363
C 0.443 -0.701 1.334
C 1.853 0.638 -0.173
C -0.130 0.068 0.348
C -2.448 0.189 -0.305
N -2.326 -2.402 -0.432
N 0.559 0.776 -0.491
S 2.131 -0.435 1.179
Cl -3.278 0.961 1.009
H -0.067 -1.281 2.077
H 2.575 1.195 -0.725
H -2.525 0.910 -1.192
```

Calculated values
* E_HOMO (alpha / beta): -9.08 / -9.10 eV
* energy above the lowest of the compared OMol25 structures with the same formula, charge and spin: 143.2 kJ/mol
* HOMO-LUMO gap (alpha / beta): 8.1 / 8.0 eV
* energy: -31567.1148 eV


DFT (ωB97M-V/def2-TZVPD) results for a molecular structure, C7H12ClCrN2O3 in a non-equilibrium geometry.

XYZ file:
```
26
Properties=species:S:1:pos:R:3
Cr -7.711 -10.330 -7.029
Cl -7.826 -10.726 -4.558
C -10.883 -9.094 -3.086
C -11.865 -10.060 -3.644
N -12.635 -10.831 -4.093
H -10.056 -9.052 -3.795
H -10.482 -9.588 -2.201
H -11.342 -8.134 -2.852
C -5.355 -10.454 -1.848
C -6.289 -10.060 -0.840
N -7.026 -9.745 -0.039
H -5.753 -11.256 -2.468
H -4.410 -10.772 -1.406
H -5.172 -9.618 -2.523
C -7.197 -13.757 -2.846
O -6.372 -14.750 -2.162
C -5.779 -15.647 -2.989
O -5.804 -15.634 -4.229
O -5.056 -16.469 -2.166
C -4.280 -17.540 -2.668
H -6.588 -13.183 -3.543
H -7.673 -13.048 -2.169
H -7.926 -14.191 -3.531
H -3.732 -18.006 -1.848
H -3.583 -17.227 -3.446
H -4.981 -18.257 -3.096
```

Calculated values
* E_HOMO (alpha / beta): -13.08 / -13.08 eV
* energy above the lowest of the compared OMol25 structures with the same formula, charge and spin: 157.4 kJ/mol
* spin multiplicity: 5
* HOMO-LUMO gap (alpha / beta): 3.8 / 5.3 eV
* ⟨S²⟩: 6.147
* energy: -57508.9525 eV
* net charge: +1


DFT (ωB97M-V/def2-TZVPD) results for a molecular structure, C22H41BrNP3STc in a non-equilibrium geometry.

XYZ file:
```
70
Properties=species:S:1:pos:R:3
Tc 0.179 -0.408 0.189
P -1.289 1.371 0.320
P 1.061 -2.433 0.864
P -0.316 -1.021 -1.920
H 1.722 3.192 2.647
C 1.936 3.954 1.888
C 1.076 4.939 1.586
H 0.089 5.019 2.055
C -1.178 2.209 1.936
C -3.083 1.087 0.099
C -1.040 2.805 -0.790
C 2.738 -2.740 0.192
C 1.342 -2.602 2.663
C 0.171 -3.986 0.457
C -0.399 0.313 -3.172
C -1.924 -1.864 -2.194
C 0.834 -2.169 -2.761
H 2.932 3.911 1.432
H 1.361 5.746 0.902
H -0.277 2.835 1.974
H -1.143 1.491 2.764
H -2.067 2.842 2.052
H -3.470 0.402 0.861
H -3.286 0.668 -0.894
H -3.595 2.054 0.192
H -0.137 3.353 -0.499
H -1.908 3.474 -0.701
H -0.942 2.488 -1.833
H 2.683 -3.335 -0.728
H 3.309 -3.288 0.952
H 3.244 -1.790 -0.019
H 2.345 -3.017 2.822
H 0.593 -3.278 3.092
H 1.268 -1.634 3.174
H -0.289 -4.372 1.374
H 0.886 -4.729 0.078
H -0.611 -3.833 -0.297
H -0.280 -0.141 -4.165
H 0.408 1.044 -3.027
H -1.373 0.814 -3.118
H -1.966 -2.202 -3.239
H -2.753 -1.170 -2.008
H -2.038 -2.738 -1.540
H 1.855 -1.769 -2.741
H 0.514 -2.260 -3.808
H 0.821 -3.160 -2.291
C 2.489 1.419 -1.542
C 3.079 0.618 -2.539
C 3.290 1.151 -3.808
C 2.963 2.484 -4.073
C 2.464 3.305 -3.055
C 2.271 2.789 -1.780
S 2.101 0.754 0.034
H -2.132 -1.792 0.813
H 3.370 -0.400 -2.283
H 3.709 0.522 -4.593
H 3.121 2.897 -5.070
H 2.226 4.352 -3.244
H 1.957 3.406 -0.939
Br -0.492 0.004 5.042
C -1.780 -0.955 3.963
C -2.916 -1.539 4.513
C -3.784 -2.242 3.662
C -3.504 -2.349 2.310
N -2.377 -1.756 1.815
C -1.531 -1.074 2.617
H -3.098 -1.440 5.576
H -4.683 -2.714 4.050
H -4.122 -2.885 1.592
H -0.625 -0.628 2.121
```

Calculated values
* E_HOMO (alpha / beta): -19.58 / -19.58 eV
* energy above the lowest of the compared OMol25 structures with the same formula, charge and spin: 69.5 kJ/mol
* spin multiplicity: 4
* HOMO-LUMO gap (alpha / beta): 4.6 / 4.6 eV
* ⟨S²⟩: 4.157
* energy: -135868.6965 eV
* net charge: +4